# 1
{"formula": "C18H47B3FN3O9S", "method": "wB97M-V/def2-TZVPD", "e_tot_ev": -57911.740, "largest_force_ev_per_a": 4.29, "symbols": ["O", "S", "O", "O", "C", "C", "C", "B", "O", "B", "O", "B", "C", "C", "C", "F", "O", "H", "H", "H", "H", "H", "H", "H", "H", "H", "H", "H", "H", "H", "H", "C", "C", "C", "O", "C", "N", "H", "H", "H", "H", "H", "H", "H", "H", "H", "H", "H", "C", "C", "C", "O", "C", "N", "H", "H", "H", "H", "H", "H", "H", "H", "H", "H", "H", "C", "C", "C", "O", "C", "N", "H", "H", "H", "H", "H", "H", "H", "H", "H", "H", "H"], "positions_angstrom": [[0.878504, -0.847704, 3.652488], [0.208331, 0.426095, 4.013799], [1.096123, 1.389949, 4.673130], [-1.032211, 0.049215, 5.024937], [-0.450407, 1.083583, 2.419563], [-1.015526, -0.159858, 1.639265], [-2.210601, 0.220007, 0.701700], [-3.000414, -1.144246, 0.407121], [-2.318605, -2.370704, 0.177138], [-2.648062, -3.249244, 1.245915], [-4.038856, -3.463334, 1.451625], [-4.714958, -2.209978, 1.399794], [-5.814277, -1.951162, 2.537308], [-5.452630, -0.617856, 3.322290], [-6.126512, 0.590453, 2.632754], [-5.145284, 1.451570, 2.158621], [-4.417828, -1.236242, 0.406335], [-1.797660, -0.269047, 4.533950], [0.330158, 1.608027, 1.859520], [-1.314772, 1.744611, 2.597064], [-1.434852, -0.825163, 2.424824], [-0.228290, -0.741213, 1.148658], [-1.835130, 0.695517, -0.221050], [-2.875550, 0.954641, 1.189235], [-1.819211, -3.745475, 1.934096], [-6.826864, -1.811446, 2.127962], [-5.828158, -2.794585, 3.241955], [-5.787243, -0.754147, 4.361463], [-4.353657, -0.515667, 3.365814], [-6.729263, 1.155483, 3.358118], [-6.764268, 0.317786, 1.783284], [1.610875, -2.239810, -4.063792], [0.633726, -2.051502, -2.907996], [0.793777, -0.712667, -2.165072], [1.904448, -0.653735, -1.283589], [3.151599, -0.376625, -1.897466], [0.754935, -3.187698, -1.991248], [2.612418, -2.503051, -3.724013], [1.273700, -3.049857, -4.712197], [1.681525, -1.334911, -4.672018], [-0.374621, -2.061664, -3.332626], [-0.087124, -0.574990, -1.530147], [0.809725, 0.133310, -2.862360], [3.053554, 0.306597, -2.745852], [3.635054, -1.303383, -2.212835], [3.793451, 0.090136, -1.151208], [0.031088, -3.112087, -1.279910], [1.619632, -3.067179, -1.469625], [-3.001786, 4.499074, -4.198295], [-3.384739, 3.040919, -4.429339], [-2.923904, 2.095577, -3.305679], [-1.540053, 1.781903, -3.327507], [-0.704102, 2.772998, -2.753440], [-2.876206, 2.618490, -5.738676], [-1.950658, 4.692612, -4.411586], [-3.582374, 5.148306, -4.855023], [-3.204406, 4.801832, -3.168310], [-4.477435, 2.993880, -4.459293], [-3.439362, 1.140143, -3.437482], [-3.216045, 2.474666, -2.317984], [-1.180388, 3.274913, -1.906379], [-0.408770, 3.503212, -3.509395], [0.203228, 2.281690, -2.398671], [-3.221283, 1.683881, -5.939815], [-1.871319, 2.492068, -5.648572], [6.490879, -0.398229, 3.870778], [7.361434, -0.277963, 2.624131], [6.617765, 0.293691, 1.403884], [5.746464, -0.621915, 0.761875], [4.478946, -0.770030, 1.381722], [7.958021, -1.586272, 2.333234], [5.818392, -1.254484, 3.828569], [7.116875, -0.530925, 4.754397], [5.890428, 0.501676, 4.021402], [8.171712, 0.418594, 2.860722], [7.363781, 0.561144, 0.650065], [6.083987, 1.218201, 1.657619], [4.122399, 0.166863, 1.818722], [4.513468, -1.552673, 2.141620], [3.769991, -1.087648, 0.618359], [8.619675, -1.483144, 1.568645], [7.225598, -2.173803, 1.942978]], "forces_ev_per_angstrom": [[-1.83, 2.18, 0.57], [4.07, -1.35, -0.11], [-2.45, -1.09, -0.76], [0.91, 1.16, -0.83], [-1.37, -1.19, 0.05], [-0.63, 0.62, 0.69], [0.33, -0.63, 0.00], [-0.35, 0.03, -1.72], [-0.09, 0.63, 2.15], [-1.20, -0.21, -1.65], [1.55, 1.96, 0.38], [-1.52, -0.86, -0.46], [0.61, 0.57, 0.01], [-0.64, -1.14, -0.61], [0.32, -0.04, 0.83], [0.14, 0.29, -0.17], [1.37, -0.66, 2.02], [-0.09, -0.21, -0.19], [0.10, -0.15, 0.58], [0.59, 0.03, 0.26], [0.27, 0.05, -0.40], [-0.18, 0.26, 0.05], [-0.14, -0.22, 0.16], [0.17, -0.36, -0.18], [-0.04, -0.14, -0.12], [0.28, -0.26, 0.09], [-0.04, 0.16, -0.35], [0.02, 0.33, -0.33], [-0.41, 0.38, -0.09], [0.12, -0.08, -0.22], [0.27, -0.11, 0.18], [-0.04, 0.02, -0.22], [0.35, 0.03, 0.12], [-0.21, -0.04, 0.02], [-0.11, 0.20, -0.11], [0.10, -0.10, 0.21], [-0.18, 0.11, 0.17], [-0.02, 0.04, 0.08], [0.00, -0.01, 0.07], [0.01, 0.00, 0.02], [-0.04, 0.06, 0.10], [0.03, -0.04, 0.04], [0.09, -0.05, -0.10], [-0.09, -0.07, -0.06], [0.08, 0.08, -0.17], [-0.03, 0.03, -0.03], [-0.07, -0.09, -0.08], [0.06, -0.09, -0.08], [-0.15, 0.19, 0.04], [0.38, 0.10, 0.01], [-0.23, -0.20, -0.12], [-0.10, 0.13, 0.30], [0.21, -0.19, -0.23], [-0.09, -0.21, 0.15], [0.01, -0.08, 0.01], [0.03, -0.06, -0.02], [0.02, -0.01, -0.01], [0.01, -0.11, 0.03], [0.07, -0.03, -0.04], [0.06, 0.13, 0.00], [-0.07, 0.04, -0.05], [-0.01, 0.17, 0.15], [-0.05, -0.05, 0.02], [-0.08, 0.06, -0.10], [0.02, 0.11, -0.06], [0.04, 0.12, 0.20], [-0.32, -0.23, 0.01], [0.26, 0.04, -0.11], [-0.06, 0.27, 0.07], [0.01, -0.33, -0.11], [0.06, 0.16, -0.19], [0.00, 0.01, -0.09], [0.02, -0.03, -0.06], [-0.02, -0.03, -0.01], [0.01, 0.02, -0.11], [-0.02, -0.08, -0.04], [-0.08, -0.04, 0.11], [0.05, -0.01, 0.07], [-0.12, 0.13, 0.15], [0.01, 0.01, 0.02], [0.09, -0.02, 0.09], [-0.02, -0.05, 0.11]]}

---

# 2
{"formula": "C18H47I2N4O4", "method": "wB97M-V/def2-TZVPD", "charge": 1, "e_tot_ev": -49771.075, "largest_force_ev_per_a": 1.25, "symbols": ["C", "C", "O", "C", "N", "C", "I", "C", "C", "I", "H", "H", "H", "H", "H", "H", "H", "H", "H", "H", "H", "H", "H", "H", "C", "C", "C", "O", "C", "N", "H", "H", "H", "H", "H", "H", "H", "H", "H", "H", "H", "C", "C", "C", "O", "C", "N", "H", "H", "H", "H", "H", "H", "H", "H", "H", "H", "H", "C", "C", "C", "O", "C", "N", "H", "H", "H", "H", "H", "H", "H", "H", "H", "H", "H"], "positions_angstrom": [[1.998177, 5.513797, 1.103351], [0.765868, 5.316634, 1.968787], [1.068776, 5.585524, 3.325240], [0.186695, 3.900299, 1.959926], [-0.593235, 3.544377, 0.724278], [0.160056, 3.322135, -0.554473], [-1.352544, 2.907215, -2.004111], [1.223232, 2.207777, -0.448528], [0.870956, 1.065750, 0.504412], [1.527428, 1.363194, -2.406826], [2.643062, 4.637793, 1.155491], [1.767601, 5.749322, 0.068582], [2.552592, 6.359358, 1.498211], [-0.020379, 6.026494, 1.710672], [1.802292, 5.030872, 3.601841], [-0.516060, 3.843508, 2.786800], [0.957457, 3.162116, 2.144515], [-1.239884, 4.316150, 0.546751], [-1.190716, 2.730014, 0.875665], [0.615634, 4.248791, -0.867930], [2.191283, 2.646708, -0.239991], [-0.198417, 0.941789, 0.657166], [1.311585, 0.139940, 0.162056], [1.314400, 1.267693, 1.478177], [4.573923, -2.149615, 4.838230], [3.750152, -0.935425, 4.426157], [2.687558, -1.241635, 3.362548], [3.185452, -1.381263, 2.047858], [3.687906, -2.673835, 1.727777], [4.659349, 0.138521, 4.018710], [5.304093, -2.419238, 4.075883], [5.125533, -1.931780, 5.750985], [3.937099, -3.015683, 5.024880], [3.208786, -0.588928, 5.312214], [1.999169, -0.388581, 3.320928], [2.092010, -2.120047, 3.643361], [3.111234, -3.459639, 2.218865], [4.742105, -2.768145, 1.995802], [3.598379, -2.805839, 0.652902], [4.131242, 0.989121, 3.848361], [5.053187, -0.107691, 3.114785], [0.139044, -7.358044, -0.718490], [0.828147, -7.018293, 0.598476], [1.048407, -5.514870, 0.808456], [2.117764, -4.960481, 0.065525], [1.807477, -4.600678, -1.266577], [2.066637, -7.790408, 0.698652], [0.818625, -7.263409, -1.565427], [-0.209789, -8.389000, -0.699924], [-0.722654, -6.711356, -0.895036], [0.170993, -7.347777, 1.409030], [1.313074, -5.355638, 1.858147], [0.124770, -4.951532, 0.616173], [0.781859, -4.227491, -1.349592], [1.943577, -5.434547, -1.958185], [2.495241, -3.806245, -1.558993], [2.479192, -7.663495, 1.617741], [2.744077, -7.391276, 0.055258], [-6.467980, 3.014117, -2.945036], [-5.230801, 3.156911, -3.823320], [-5.539790, 3.507159, -5.283858], [-6.005307, 2.422862, -6.053924], [-7.396251, 2.162269, -5.975690], [-4.421962, 1.935310, -3.710440], [-6.995999, 2.081744, -3.141962], [-6.184066, 3.007818, -1.892895], [-7.161798, 3.840486, -3.103716], [-4.637161, 3.986618, -3.423096], [-4.608095, 3.823041, -5.761875], [-6.238703, 4.351255, -5.345196], [-7.968330, 3.089203, -5.877398], [-7.641135, 1.497021, -5.144353], [-7.685759, 1.669788, -6.901929], [-3.557126, 2.067589, -4.229873], [-4.899211, 1.203801, -4.230983]], "forces_ev_per_angstrom": [[-0.07, 0.10, 0.05], [0.26, -0.12, 0.22], [-0.35, 0.05, -0.06], [-0.24, 0.14, 0.28], [0.30, 0.51, 0.04], [0.26, -0.63, -0.65], [-1.14, 0.41, 0.33], [-0.61, -0.34, -0.52], [0.44, 0.47, 0.36], [1.00, -0.15, -0.03], [0.12, -0.07, -0.09], [-0.01, -0.09, -0.15], [0.05, 0.12, 0.01], [-0.05, 0.12, -0.06], [0.28, -0.01, 0.12], [-0.15, -0.04, 0.02], [0.11, -0.13, -0.23], [-0.13, -0.04, -0.04], [0.06, -0.10, 0.14], [0.00, 0.20, 0.14], [0.06, 0.06, 0.24], [-0.15, -0.25, -0.28], [-0.10, -0.23, 0.06], [0.01, -0.12, 0.15], [-0.01, -0.04, 0.07], [0.16, -0.09, -0.04], [-0.12, 0.16, 0.04], [-0.07, -0.07, -0.01], [0.13, 0.13, -0.11], [-0.18, 0.05, -0.11], [-0.01, 0.01, -0.04], [0.02, 0.03, -0.01], [0.00, -0.01, -0.01], [-0.04, 0.01, -0.02], [0.01, 0.01, -0.01], [0.06, -0.04, 0.01], [-0.01, 0.00, 0.02], [-0.02, -0.06, 0.07], [-0.06, 0.00, -0.01], [0.03, 0.03, 0.09], [0.09, -0.03, 0.04], [-0.09, -0.01, 0.00], [0.06, -0.05, -0.19], [-0.02, -0.01, 0.21], [-0.08, 0.02, -0.10], [0.13, 0.02, 0.02], [0.04, 0.18, 0.11], [0.03, 0.02, 0.01], [0.03, -0.03, 0.00], [0.01, 0.01, -0.01], [-0.01, 0.04, 0.03], [0.04, 0.01, -0.01], [-0.02, -0.05, -0.05], [-0.02, -0.02, -0.01], [-0.07, 0.00, -0.02], [0.00, 0.01, 0.01], [-0.05, -0.10, 0.03], [-0.01, -0.07, -0.07], [0.00, 0.05, 0.06], [-0.15, -0.11, 0.06], [0.12, 0.11, -0.05], [-0.06, -0.06, 0.04], [0.03, -0.04, -0.07], [0.30, 0.19, -0.05], [0.00, -0.01, -0.04], [0.02, -0.03, 0.00], [-0.01, 0.00, -0.02], [0.02, 0.02, -0.05], [0.00, -0.02, -0.02], [-0.03, -0.02, 0.06], [-0.01, 0.01, 0.02], [-0.03, 0.05, 0.03], [0.01, 0.00, -0.02], [-0.04, 0.01, -0.08], [-0.04, -0.08, 0.11]]}

---

# 3
{"formula": "C18H47NO6", "method": "wB97M-V/def2-TZVPD", "e_above_lowest_ev": 1.374, "smiles": "CC1(C)CCCC(C)(C)N1O.CC(C)O.CC(C)O.CC(C)O.O.O", "largest_force_ev_per_a": 2.68, "symbols": ["C", "C", "C", "C", "C", "C", "N", "O", "C", "C", "C", "H", "H", "H", "H", "H", "H", "H", "H", "H", "H", "H", "H", "H", "H", "H", "H", "H", "H", "H", "O", "H", "H", "O", "H", "H", "C", "C", "C", "O", "H", "H", "H", "H", "H", "H", "H", "H", "C", "C", "C", "O", "H", "H", "H", "H", "H", "H", "H", "H", "C", "C", "C", "O", "H", "H", "H", "H", "H", "H", "H", "H"], "positions_angstrom": [[4.816140, -3.441529, -2.932844], [3.517890, -4.297099, -3.054664], [2.878990, -4.729019, -1.777064], [2.256910, -3.514519, -1.050994], [1.218390, -2.746789, -1.900554], [1.624110, -2.512419, -3.363664], [2.467310, -3.657629, -3.921194], [2.868480, -3.532839, -5.271424], [0.347010, -2.324919, -4.163774], [2.457160, -1.202659, -3.390614], [3.944750, -5.595489, -3.758424], [4.572210, -2.423489, -2.629224], [5.433520, -3.464319, -3.830864], [5.509390, -3.792699, -2.168524], [2.138450, -5.511389, -1.943204], [3.676720, -5.115089, -1.142484], [2.969540, -2.766929, -0.702614], [1.766580, -3.898259, -0.156334], [0.927570, -1.760009, -1.540294], [0.287120, -3.295049, -1.758244], [0.586240, -2.096049, -5.202284], [-0.211110, -3.249749, -4.309694], [-0.384790, -1.561139, -3.900694], [3.130580, -1.208409, -4.247694], [1.809020, -0.351019, -3.597304], [2.933190, -0.883149, -2.463574], [4.292550, -5.448239, -4.780904], [3.053220, -6.218299, -3.831724], [4.712480, -6.107449, -3.178254], [3.435580, -2.765189, -5.167924], [-2.737490, 0.009561, 4.813876], [-2.469160, -0.897219, 4.665646], [-2.319250, 0.251601, 5.640136], [-1.973310, 1.528861, 1.310616], [-2.743460, 1.452011, 0.747416], [-2.263940, 1.199071, 2.160916], [3.066660, 2.547791, 2.239896], [3.870980, 3.636991, 2.884316], [5.327420, 3.843371, 2.427206], [3.321510, 4.901571, 2.629236], [2.079110, 2.506431, 2.699386], [3.632970, 1.627471, 2.382746], [2.999810, 2.633841, 1.155356], [3.811970, 3.516561, 3.966026], [6.022040, 3.073851, 2.764026], [5.787660, 4.778871, 2.745206], [5.439460, 3.764291, 1.345866], [2.364120, 4.838651, 2.661506], [-3.919560, 5.417861, 3.053996], [-2.549570, 5.962351, 3.530356], [-2.248710, 5.423261, 4.932686], [-1.515770, 5.502211, 2.686946], [-4.000310, 4.341831, 3.208116], [-4.238110, 5.571581, 2.022976], [-4.662420, 5.949631, 3.648536], [-2.582180, 7.051801, 3.542186], [-1.256440, 5.709321, 5.281516], [-2.307810, 4.350431, 4.749266], [-3.027800, 5.645191, 5.661976], [-1.705800, 4.576131, 2.519996], [-7.708650, -1.292669, 0.041506], [-6.237130, -0.931149, 0.146556], [-5.599180, -1.036489, -1.259134], [-6.022030, 0.421201, 0.551346], [-8.336960, -1.002459, 0.883586], [-7.864170, -2.352909, -0.157974], [-8.207870, -0.831819, -0.810844], [-5.695200, -1.583479, 0.831296], [-6.088110, -0.383049, -1.981664], [-5.569380, -2.088429, -1.543104], [-4.560440, -0.759349, -1.079384], [-6.348710, 0.596281, 1.436906]], "forces_ev_per_angstrom": [[-0.41, 0.23, 0.81], [0.85, -0.14, -2.43], [0.03, 1.78, 1.14], [-0.52, 0.44, 0.11], [-0.08, -1.21, 0.22], [1.03, 0.19, 0.21], [-1.70, -1.25, 1.65], [-0.20, 0.83, 1.28], [-0.16, -0.68, -1.98], [-0.77, 0.64, -0.60], [-0.55, -0.07, -0.34], [0.17, 0.09, -0.27], [-0.41, 0.21, -0.31], [-0.23, -0.40, 0.25], [-0.04, 0.11, -0.11], [-0.07, -0.27, 0.10], [0.62, -0.37, -0.03], [-0.09, 0.19, 0.14], [0.48, 0.10, 0.45], [-0.18, -0.33, -0.81], [0.33, 0.27, -0.15], [0.08, -0.29, 0.57], [0.46, 0.14, 0.79], [0.40, 0.14, 0.24], [-0.32, 0.00, -0.12], [0.42, -0.65, -0.03], [0.14, 0.18, 0.16], [0.09, -0.27, 0.00], [0.00, 0.00, 0.04], [0.63, 0.38, -1.00], [-0.14, 0.16, -0.24], [0.05, -0.26, -0.07], [0.10, 0.13, 0.22], [0.27, 0.17, -0.03], [-0.26, -0.01, -0.19], [-0.08, -0.15, 0.35], [0.87, -0.59, -0.32], [1.00, 1.13, 0.10], [0.53, -1.24, -0.15], [-0.86, 1.09, -0.42], [0.00, -0.25, -0.13], [-0.38, -0.38, 0.31], [-0.19, 0.43, -0.01], [0.39, -0.45, 0.28], [-0.20, -0.31, 0.42], [-0.57, 0.13, 0.10], [-0.43, 0.32, -0.19], [-0.19, 0.12, 0.02], [-0.10, 0.62, 0.47], [-0.78, -0.64, 0.06], [-0.61, -0.29, -0.54], [0.35, 0.50, -0.42], [0.04, -0.08, 0.33], [0.68, 0.38, -0.18], [-0.30, -0.36, 0.19], [0.30, 0.03, -0.35], [-0.15, 0.01, -0.02], [0.37, -0.30, 0.54], [0.10, 0.26, 0.07], [0.13, -0.22, -0.19], [-0.76, -0.10, -0.12], [-0.35, 0.39, -1.09], [0.55, -0.30, 1.63], [0.10, 0.26, -0.22], [0.29, -0.13, 0.38], [0.25, -0.20, 0.33], [0.36, 0.43, -0.18], [-0.10, -0.25, 0.07], [0.07, -0.17, 0.06], [-0.30, 0.08, -0.36], [0.10, 0.27, -0.54], [-0.16, -0.27, 0.08]]}